Below is a molecular structure, C29H21F10N3OsTe at a distorted geometry, with properties calculated with ωB97M-V/def2-TZVPD.

Results
* total energy: -2638.425670 hartree
* 2S+1: 5
* charge: +2
* HOMO level (spin up / spin down): -14.68 / -14.77 eV
* gap between HOMO and LUMO (spin up / spin down): 7.3 / 5.6 eV

CARTESIAN COORDINATES (ANGSTROEM)
F 17.174898 11.213100 4.999636
C 15.351376 8.410221 7.624291
C 9.355090 12.372012 10.459944
C 16.877904 10.282521 7.236157
H 12.914771 5.648715 10.296107
H 15.012732 8.718637 11.043273
N 14.398070 7.761838 8.467426
C 14.076874 8.568840 11.587884
C 7.935523 11.742496 8.591972
F 17.732992 11.230025 7.707210
H 13.628650 9.565251 11.710967
H 11.483933 12.319013 10.104169
H 14.296483 5.963704 11.311483
F 14.901061 7.024274 5.717392
Os 12.588209 8.394416 8.813107
H 11.967325 6.738780 12.297120
C 10.466994 12.133286 9.695448
H 14.615347 5.618302 8.559979
H 10.772982 5.845318 10.576676
C 11.801838 7.467718 11.492891
H 9.089766 11.136955 6.790991
H 15.767272 12.552584 10.428939
C 10.750682 6.940308 10.551099
F 15.828343 9.012627 3.973371
F 8.004117 7.491355 4.661324
H 15.826719 6.492812 9.533527
C 16.203831 9.461425 8.076857
H 6.948149 11.713527 8.092497
F 11.608179 5.676354 7.167280
C 7.982943 7.516201 7.068978
H 12.878350 13.230779 6.543498
F 10.150582 5.668302 4.828640
C 10.332394 11.498569 8.429812
C 15.128041 13.950233 8.925850
C 10.038841 7.167769 8.205385
H 14.290394 15.230166 7.397627
C 8.088038 12.177836 9.926241
H 9.741931 7.126408 10.900086
C 15.948916 9.195470 5.345231
H 9.389022 12.770632 11.473533
C 14.271916 14.198181 7.868976
C 14.188436 11.715414 9.158910
F 8.040990 8.105593 9.306520
C 8.565798 7.134553 5.849445
H 14.158815 10.730443 9.655486
H 11.577915 8.422180 11.894766
C 13.306265 11.952648 8.119406
Te 11.977191 10.412155 7.575106
H 14.168790 8.166103 12.577139
N 10.938254 7.449562 9.203406
C 9.038662 11.344987 7.858066
C 10.478861 6.446758 7.074652
C 8.687563 7.496453 8.279585
C 15.352750 8.217547 6.230124
F 16.311806 9.650365 9.448004
C 14.752602 6.473748 9.235738
H 7.227260 12.346517 10.531093
N 13.134805 7.698638 10.797959
C 16.630009 10.306066 5.849085
C 15.030954 12.736365 9.632027
H 15.930107 14.656437 9.202846
C 13.808156 6.358878 10.438139
C 13.407312 13.175564 7.462365
F 6.815786 8.256410 7.063013
C 9.709470 6.377947 5.922396

Atomic forces in eV per Å
F -0.75 -1.34 1.61
C 0.31 0.94 -0.58
C -1.09 0.63 0.26
C 1.37 2.73 -0.69
H 1.49 0.92 -0.36
H -0.11 -0.44 0.27
N 1.14 -1.24 0.37
C -1.07 0.72 -0.84
C -0.70 0.14 0.00
F -1.07 -0.99 -0.14
H -0.04 -0.24 -0.12
H -0.82 -0.15 -0.26
H 0.48 0.02 0.42
F 0.08 2.05 0.65
Os 1.06 -1.98 1.59
H -0.13 0.33 0.05
C 2.01 -1.38 -0.64
H 0.04 0.24 0.10
H 0.22 -0.10 -0.47
C 1.37 -0.54 0.05
H -0.92 -0.48 0.18
H -0.61 -0.07 -0.32
C -0.35 -0.90 0.18
F 0.26 0.31 2.70
F 0.64 -0.92 1.82
H -0.76 0.22 -0.19
C -1.00 -1.25 2.07
H 0.63 -0.01 0.58
F -0.84 1.11 -0.08
C -1.41 1.76 -0.58
H -0.68 0.72 -0.60
F -0.60 1.26 1.76
C -1.24 -0.01 1.28
C 0.35 -0.41 0.91
C -0.66 -0.83 0.03
H -0.08 -1.71 0.23
C 0.28 -0.72 -1.33
H -0.19 0.57 0.30
C -0.98 -1.27 -1.33
H 0.43 -0.06 -0.28
C -0.19 0.84 -0.40
C -0.07 -0.13 1.48
F 1.41 -0.67 -0.57
C -1.95 0.66 -0.48
H 0.19 0.64 -0.04
H -0.57 0.87 0.52
C 1.61 0.32 0.30
Te -1.32 3.78 -2.16
H 0.45 -0.44 0.47
N 1.03 0.32 1.58
C 2.17 0.55 -0.05
C 0.20 -0.84 -0.21
C -1.07 1.18 -1.02
C 0.57 -0.18 -1.15
F 0.01 -0.28 -1.76
C 0.30 1.04 -0.48
H -0.50 0.25 0.24
N 0.24 -1.19 -0.76
C 0.42 -0.78 -0.95
C 0.82 -0.29 -0.80
H -0.78 -0.27 -0.07
C -2.30 -0.35 0.11
C -0.27 -0.19 -0.47
F 1.73 -1.41 -0.16
C 1.80 -1.07 -1.72

Here are the Mulliken charges for atoms 1 to 6, given in e: -0.2564 -1.4628 -0.7648 0.4221 0.2745 0.3422

Below is a molecular structure, C29H21FeO3 at a distorted geometry, with properties calculated with ωB97M-V/def2-TZVPD.

Results
* total energy: -2606.989347 hartree
* 2S+1: 5
* charge: -1
* HOMO level (spin up / spin down): -1.46 / -4.23 eV
* gap between HOMO and LUMO (spin up / spin down): 3.9 / 4.7 eV

CARTESIAN COORDINATES (ANGSTROEM)
C 3.418934 -3.867626 0.424779
C 0.400420 5.782191 -2.041814
C -2.598508 -1.578074 1.269559
H 0.006539 3.798118 -3.404356
C 2.523095 5.360715 -3.656889
H -3.526471 -4.538297 -1.042991
C -0.925459 0.650289 -2.091365
H -1.209211 1.696491 -4.031181
C -1.906009 -3.419722 -0.190362
H 2.232167 0.185575 -0.638422
H 2.641340 -4.291816 -1.555842
C -0.718481 1.799543 -3.057571
C 2.461397 -3.802641 -0.596706
C 1.262661 -3.129596 -0.388441
H -0.088938 3.632114 -0.597149
H -1.546149 0.997791 -1.233587
O 3.118742 6.255558 -4.097212
C 1.989897 -2.523328 1.844791
C 1.379585 0.767020 -1.016704
O 3.417826 5.724347 -0.593764
C -3.937419 -1.882691 1.076073
C 0.995035 -2.478117 0.837819
H 3.905911 -3.280043 2.453080
C 1.466182 2.166911 -0.833779
H -3.568380 0.319239 3.217570
H 0.452780 1.519396 4.300864
C -0.068378 2.933819 -2.694038
H -5.308124 -3.175795 0.014877
C -1.561590 -2.338825 0.616494
Fe 1.504451 4.469494 -2.371963
C -1.957154 -0.627476 2.163363
C 0.521441 3.110046 -1.352435
C -4.265519 -2.934400 0.209816
H 0.345973 -1.023258 -1.493928
C -0.284416 -1.863845 1.099895
C 2.672453 5.027620 -1.153768
C -2.488260 0.247217 3.100811
H -1.129893 -4.046403 -0.621106
C -3.256923 -3.698161 -0.403772
O -0.010480 6.850152 -1.799138
C -1.606483 1.011739 3.873880
H 1.792039 -2.055738 2.808130
C -0.215998 0.911202 3.694212
C -0.532184 -0.785452 2.026949
C 0.330129 0.031978 2.754425
C 3.171695 -3.224806 1.646217
H 4.345460 -4.420348 0.272410
H 2.269970 2.544030 -0.190504
H -1.995366 1.705343 4.618019
H -4.700214 -1.298552 1.588990
H 1.401943 -0.029647 2.583274
H 0.528565 -3.098843 -1.193590
C 0.329399 0.069841 -1.543060
H -1.480023 -0.154276 -2.610858

Atomic forces in eV per Å
C -0.27 0.16 0.04
C 0.08 3.33 0.06
C 0.19 -0.81 -0.50
H -0.74 -0.64 -0.05
C -0.49 0.12 0.33
H -0.01 0.22 0.13
C -0.40 0.22 -0.24
H 0.40 0.09 0.07
C -0.21 -0.02 -0.04
H -0.30 0.05 -0.08
H -0.01 0.15 0.29
C 0.08 0.73 -0.18
C 0.11 0.01 0.33
C 0.12 -0.03 0.16
H 0.27 0.04 -0.30
H 0.06 -0.06 -0.38
O -0.07 -0.50 -0.10
C -0.21 -0.16 -0.25
C 0.90 0.57 0.50
O -0.61 -1.02 0.10
C 0.32 0.00 -0.21
C 0.54 -0.38 -0.08
H -0.20 0.02 -0.27
C -0.13 -1.60 0.51
H 0.21 0.12 0.07
H -0.19 -0.04 -0.17
C -1.49 -1.80 0.05
H 0.18 0.03 0.07
C -0.62 0.52 0.62
Fe 1.76 0.67 -0.62
C 0.89 0.24 0.43
C -0.73 -0.21 0.20
C 0.32 -0.11 -0.10
H 0.19 0.45 -0.09
C 0.02 0.10 0.01
C 1.49 1.90 0.14
C 0.27 -0.07 -0.27
H -0.31 0.04 0.03
C -0.14 0.15 0.16
O -0.21 -1.52 -0.07
C 0.28 -0.05 -0.06
H 0.07 -0.20 -0.26
C -0.17 -0.11 -0.15
C -1.03 0.04 0.02
C -0.17 0.09 0.20
C 0.09 -0.09 -0.29
H -0.20 0.16 0.03
H -0.25 -0.21 -0.09
H 0.07 -0.16 -0.16
H 0.04 -0.20 -0.16
H -0.21 0.18 0.14
H 0.30 0.09 0.27
C 0.08 -0.90 -0.12
H 0.07 0.37 0.33

Here are the Mulliken charges for atoms 1 to 6, given in e: -0.3620 0.2130 -0.1118 0.1659 0.1667 0.3940

Below is a molecular structure, C29H21GeN2O7W at a distorted geometry, with properties calculated with ωB97M-V/def2-TZVPD.

Results
* total energy: -3896.973978 hartree
* relative energy (zero: lowest compared OMol25 entry of this formula, charge and spin): 18.4 kcal per mole
* charge: +3
* HOMO level: -17.51 eV
* gap between HOMO and LUMO: 6.4 eV

CARTESIAN COORDINATES (ANGSTROEM)
O -0.915043 0.857541 -0.210511
C 1.367404 0.992485 -6.503610
N -0.613300 -0.339257 1.575199
C -1.507687 0.230369 0.736160
C 1.720786 1.978635 4.946919
C -1.318508 -0.858156 2.740428
C -0.429657 0.691367 -4.376187
H 2.728045 -0.198146 -5.370039
H -1.560855 -1.207614 -2.268863
C 0.390362 -3.771535 -0.103099
H -3.801391 -1.488143 4.086514
H 2.170861 -2.816641 -0.794741
C 2.534525 0.969192 5.456294
O 0.258710 2.308017 1.585138
C 0.841264 0.089176 -4.327693
C 2.086099 1.868539 -0.548644
C 2.923326 -0.100143 4.647898
O 2.148497 -0.671779 1.081413
C -3.872461 -0.966601 3.141509
C -1.699583 -2.860907 -0.926762
N 1.683470 0.849091 2.875969
H 0.924515 -4.511735 0.477236
H -1.756892 1.911205 -5.526371
H 3.561785 -0.894177 5.012781
C -4.086886 0.440295 0.666835
O -0.054571 3.825004 3.242503
W 0.938727 0.707611 0.877704
C 1.087058 -2.817892 -0.825421
H 2.950927 3.460207 -1.614437
C -0.997808 -3.788585 -0.154446
C -2.861680 0.054075 1.187053
C 0.394028 -1.860948 -1.591813
C 2.391247 2.545814 -1.814726
C 2.469811 -0.116156 3.345500
C -5.111419 -0.589997 2.609638
H -4.166404 0.984650 -0.264297
C 2.787442 -1.123846 2.298170
C 0.440168 2.827510 2.877412
O 3.415484 -2.106108 2.329630
H 1.408745 2.825843 5.543967
O -0.758648 -1.292800 3.692612
H 3.020936 1.868200 -2.405101
C -2.755959 -0.636649 2.411767
H -6.014041 -0.833504 3.154724
H 2.048567 1.107384 -7.335370
C 1.310626 1.874325 3.630984
H 1.474003 2.729439 -2.372525
C 1.743969 0.256525 -5.395560
H -0.183245 2.160406 -7.408461
H -1.131705 0.582630 -3.558761
H 2.912233 -1.272743 -2.823485
O 2.602586 1.971753 0.545502
H -2.778871 -2.915170 -0.984906
C 0.108426 1.582512 -6.541176
C -0.784277 1.441009 -5.478127
C -1.013613 -1.906455 -1.649492
C -5.217030 0.098761 1.403388
H 2.872485 1.015973 6.483550
H -6.196575 0.376215 1.038548
Ge 1.414824 -0.989974 -2.921954
H -1.543831 -4.546099 0.393632

Atomic forces in eV per Å
O 0.19 -0.17 -0.27
C -0.03 0.02 0.00
N 0.00 -0.15 0.13
C -0.01 -0.12 -0.28
C -0.01 -0.01 -0.01
C 0.08 0.04 -0.09
C -0.04 -0.02 -0.02
H 0.00 -0.01 0.01
H -0.01 -0.04 -0.02
C 0.02 0.04 0.03
H 0.01 0.00 0.00
H 0.00 -0.03 -0.03
C 0.00 0.00 0.01
O -0.01 0.01 0.21
C 0.06 0.04 0.04
C -0.35 -0.03 0.19
C -0.01 0.00 -0.01
O -0.11 -0.14 -0.01
C 0.01 0.01 -0.03
C -0.02 0.05 0.01
N 0.08 -0.01 -0.04
H 0.00 0.00 0.00
H 0.00 0.00 0.00
H 0.00 0.00 0.00
C 0.00 -0.01 0.01
O 0.03 0.03 0.00
W -0.22 0.85 0.78
C 0.01 0.03 0.11
H 0.01 0.01 -0.03
C -0.01 -0.01 0.01
C 0.06 0.02 -0.02
C 0.09 -0.10 -0.23
C 0.00 -0.13 0.07
C 0.05 -0.01 0.05
C -0.02 0.00 0.00
H 0.00 0.00 0.00
C -0.01 0.04 -0.27
C -0.04 -0.04 -0.04
O 0.01 -0.03 0.03
H 0.00 0.00 0.00
O -0.04 -0.02 0.02
H 0.01 0.04 -0.03
C -0.07 -0.02 0.05
H 0.00 0.00 0.00
H 0.00 0.00 0.00
C 0.02 0.00 0.07
H 0.01 0.00 -0.02
C 0.03 0.02 0.01
H -0.01 0.00 0.00
H 0.01 -0.02 0.00
H -0.01 -0.02 -0.03
O 0.32 0.00 -0.31
H 0.00 0.01 0.00
C 0.03 -0.02 0.00
C -0.01 0.01 -0.01
C -0.02 0.05 0.04
C -0.01 0.01 -0.01
H 0.00 0.00 0.00
H 0.00 0.00 0.00
Ge -0.10 -0.15 -0.05
H 0.01 -0.01 -0.01

Here are the Mulliken charges for atoms 1 to 6, given in e: -0.7903 -0.7023 0.6472 0.4780 -0.7127 -0.0818

Below is a molecular structure, C29H21N6O3Rb at a distorted geometry, with properties calculated with ωB97M-V/def2-TZVPD.

Results
* total energy: -1695.968239 hartree
* relative energy (zero: lowest compared OMol25 entry of this formula, charge and spin): 33.0 kcal per mole
* charge: -2
* HOMO level (spin up / spin down): -1.25 / 0.71 eV
* gap between HOMO and LUMO (spin up / spin down): 4.4 / 2.5 eV

CARTESIAN COORDINATES (ANGSTROEM)
C 1.604073 3.002118 -5.815908
C -2.484593 -5.314743 5.915319
Rb 2.386720 1.873312 -2.491292
H -1.526045 -4.030415 7.358802
H -3.261889 -5.039000 8.473248
N -0.930219 -2.915678 1.676773
N 0.807512 -0.315988 -2.130966
C -1.711946 -4.236205 6.314440
C 0.255629 4.825483 -1.847398
C 0.333353 -1.087360 2.035435
C 2.395048 1.920473 2.561096
O 4.769261 1.884225 -2.456229
H -2.306344 -4.875013 2.565028
H -1.011001 -2.905710 -3.272503
C 0.474784 4.547774 -3.994811
C 0.363304 4.759178 -7.738430
H -3.297339 -6.378243 4.243700
C 1.142720 3.680613 -8.171877
C -0.785266 -2.738317 2.970409
C 1.724977 2.855948 -7.249413
C -2.139163 -4.694005 3.616617
C -0.542390 -2.247387 -2.551883
C 2.609405 2.249584 1.232755
N 2.148450 1.586686 0.203597
C -0.231620 -1.886591 1.090956
C 1.356979 0.430425 0.323396
C 1.619846 0.781773 2.777913
C 0.747606 -0.431052 -0.737962
H 0.359104 -0.918722 -3.994081
H 2.327969 2.024195 -7.589346
H -1.796934 -6.066351 8.395118
C -1.155606 -3.391606 5.358731
N -0.023295 -1.634221 3.240212
H -0.731085 6.229217 -4.469439
H -0.112578 5.432947 -8.442373
C -1.355991 -3.601380 4.000086
H -0.401524 5.800389 -6.109700
C -0.039825 -1.576466 -0.299768
O -3.077593 -6.208423 6.771530
C 1.116872 0.060325 1.711401
H -1.047070 6.636505 -2.002304
C 0.213182 -1.151630 -2.941450
H 3.210381 3.114937 0.962438
H -1.224964 -3.273193 -0.797644
H -0.555919 -2.561927 5.710178
H 1.291995 3.489960 -9.230940
C -2.859922 -6.002143 8.146299
H 2.808825 2.508069 3.370827
H -3.388836 -6.795884 8.668633
C -2.694218 -5.536437 4.556222
H 0.404097 4.605214 -0.802352
O 2.195964 2.158133 -5.103284
C 0.212109 4.949277 -6.380061
N 0.822075 4.050082 -2.818248
C -0.463807 5.831903 -2.414566
H 1.417163 0.469883 3.797968
N -0.320149 5.649420 -3.767120
C 0.784407 4.136852 -5.387079
H 0.227837 -1.289197 4.146866
C -0.654498 -2.441591 -1.187548

Atomic forces in eV per Å
C 0.15 -0.28 0.03
C -0.02 -0.02 -0.06
Rb 0.49 -0.09 -0.41
H -0.01 -0.02 0.02
H 0.07 0.04 0.03
N -0.06 -0.10 0.02
N 0.66 0.99 1.62
C 0.01 0.02 0.11
C -0.10 0.14 -0.06
C -0.09 -0.13 -0.41
C 0.05 0.09 0.43
O 1.21 0.04 0.15
H 0.05 0.08 -0.07
H 0.03 0.05 -0.02
C -0.07 0.09 0.12
C -0.16 0.22 -0.12
H -0.03 -0.04 0.06
C 0.12 -0.16 0.22
C -0.03 -0.03 -0.08
C -0.13 0.21 -0.51
C -0.12 -0.18 0.11
C -0.10 -0.13 -0.30
C 0.00 -0.07 -0.45
N -0.95 -1.01 -1.05
C 0.19 0.27 0.12
C -0.36 -0.46 0.15
C 0.17 0.26 -0.26
C -0.20 -0.28 0.67
H -0.05 -0.06 -0.07
H 0.07 -0.09 0.15
H 0.02 0.08 0.03
C -0.05 -0.06 -0.01
N 0.03 0.03 0.22
H -0.02 0.02 0.03
H 0.01 -0.01 0.02
C 0.09 0.13 -0.04
H 0.01 -0.01 -0.01
C -0.35 -0.51 -0.05
O 0.00 0.00 0.01
C 0.01 -0.02 0.67
H -0.01 0.01 0.01
C 0.08 0.11 -0.18
H 0.06 0.04 0.07
H 0.00 -0.01 0.16
H 0.02 0.03 -0.03
H -0.03 0.04 -0.02
C -0.06 -0.08 0.02
H 0.00 -0.01 -0.04
H -0.03 -0.03 -0.03
C 0.03 0.05 -0.10
H 0.00 -0.01 0.01
O -0.62 0.61 -0.03
C 0.10 -0.13 -0.25
N -0.07 0.08 -0.67
C 0.05 -0.07 0.16
H -0.06 -0.09 -0.02
N -0.04 0.05 -0.07
C -0.14 0.22 0.08
H 0.02 0.02 -0.01
C 0.13 0.19 -0.10

Here are the Mulliken charges for atoms 1 to 6, given in e: 0.3916 1.0209 1.0541 0.3450 0.3218 -0.7821